DFT (the ωB97M-V functional and the def2-TZVPD basis) results for the ion C4H10O2PS with charge -1 at a distorted geometry.

Geometry (Å):
S -2.621 -1.606 0.662
P -1.442 -0.403 -0.307
O 2.631 -0.135 -0.102
O -1.446 -0.368 -2.038
C -1.773 1.309 0.188
C 0.327 -0.705 0.214
C 1.263 0.273 -0.380
C 3.124 -1.218 -0.790
H -2.865 1.682 -0.075
H -1.027 1.981 -0.255
H 1.287 1.380 -0.007
H 3.616 -1.224 -1.841
H 2.214 -1.881 -0.846
H 1.022 0.299 -1.409
H 3.700 -1.848 -0.134
H 0.477 -1.662 -0.109
H -1.687 1.530 1.304
H 0.303 -0.795 1.322

Output
* charge: -1
* relative energy (zero: lowest compared OMol25 entry of this formula, charge and spin): 2.800 eV
* gap between HOMO and LUMO: 7.5795 eV

These are the Mulliken partial charges, in e, on atoms 1 to 4: -0.59 0.64 -0.39 -0.81

=====

DFT (the ωB97M-V functional and the def2-TZVPD basis) results for a structure of composition C4H10O2Sm at a distorted geometry.

Geometry (Å):
Sm 0.223 1.909 -1.144
O 1.596 -0.061 -0.808
O -1.056 -0.013 -0.423
C -0.352 -1.011 0.310
C 0.981 -1.254 -0.385
C 1.894 0.942 0.247
C -2.407 0.153 -0.021
H 2.941 1.241 0.086
H -0.222 -0.668 1.348
H -0.935 -1.944 0.327
H 1.311 3.303 0.012
H -2.462 0.361 1.058
H 1.831 0.454 1.234
H 1.640 -1.811 0.303
H 0.817 -1.846 -1.295
H -2.820 0.998 -0.582
H -2.979 -0.753 -0.266

Output
* charge: +1
* multiplicity: 6
* <S²>: 9.196
* gap between HOMO and LUMO (spin up / spin down): 7.5404 / 7.5861 eV

These are the Mulliken partial charges, in e, on atoms 1 to 4: 1.43 -0.44 -0.35 -0.36

=====

DFT (the ωB97M-V functional and the def2-TZVPD basis) results for a cluster of 2 separate species, C4H10O3 in total at a distorted geometry.

Geometry (Å):
O -2.810 -1.031 -2.256
O 0.756 0.363 -0.151
O -1.010 0.251 -2.235
C 1.868 -0.332 -0.540
C 0.177 -0.070 1.047
C -1.742 -0.774 -1.632
C -1.070 0.768 1.222
H -3.078 -0.601 -3.015
H -1.881 0.601 1.911
H -0.121 -1.138 1.197
H 2.562 -0.231 0.283
H -0.784 1.772 1.244
H -0.269 0.654 -1.768
H -1.491 0.300 0.330
H 1.635 -1.480 -0.571
H 2.252 -0.041 -1.529
H 0.994 0.033 1.761

Output
* charge: 0
* relative energy (zero: lowest compared OMol25 entry of this formula, charge and spin): 4.264 eV
* gap between HOMO and LUMO: 9.8112 eV

These are the Mulliken partial charges, in e, on atoms 1 to 4: -0.20 -0.37 -0.43 -0.73

=====

DFT (the ωB97M-V functional and the def2-TZVPD basis) results for a cluster of 3 separate species, C4H10O3 in total at a distorted geometry.

Geometry (Å):
O 1.818 0.105 -0.585
O -0.915 2.276 0.433
O 1.678 2.854 -0.529
C 0.801 -0.538 0.054
C -1.803 -2.338 0.489
C -0.540 -2.649 0.246
C 0.470 -1.757 -0.367
H -1.439 1.463 0.453
H 1.863 1.046 -0.349
H -2.163 -1.310 0.406
H -1.302 2.802 -0.278
H 0.456 -0.037 0.939
H -0.184 -3.660 0.414
H 1.995 3.649 -0.968
H 0.792 -2.097 -1.348
H 1.074 3.180 0.159
H -2.602 -2.990 0.832

Output
* charge: 0
* relative energy (zero: lowest compared OMol25 entry of this formula, charge and spin): 2.132 eV
* gap between HOMO and LUMO: 8.5396 eV

These are the Mulliken partial charges, in e, on atoms 1 to 4: -0.48 -0.61 -0.66 -0.21

=====

DFT (the ωB97M-V functional and the def2-TZVPD basis) results for a cluster of 3 separate species, C4H10O3 in total at a distorted geometry.

Geometry (Å):
O -1.235 1.867 0.822
O -1.080 -1.694 -0.676
O -2.216 -0.684 1.756
C 0.053 1.464 0.397
C 1.541 0.080 -1.191
C 2.512 -0.232 -0.182
C 0.272 0.795 -0.780
H -2.199 -1.157 0.969
H 2.485 0.073 0.870
H 0.888 1.890 0.958
H 3.310 -0.929 -0.509
H -0.955 -1.269 -1.535
H 1.894 -0.006 -2.233
H -1.471 1.093 1.390
H -3.136 -0.454 1.999
H -0.147 -1.789 -0.505
H -0.517 0.952 -1.551

Output
* charge: 0
* relative energy (zero: lowest compared OMol25 entry of this formula, charge and spin): 3.145 eV
* gap between HOMO and LUMO: 8.7495 eV

These are the Mulliken partial charges, in e, on atoms 1 to 4: -0.49 -0.67 -0.68 -0.59

=====

DFT (the ωB97M-V functional and the def2-TZVPD basis) results for a cluster of 3 separate species, C4H10O3 in total at a distorted geometry.

Geometry (Å):
O 0.986 1.147 -2.793
O -3.222 0.752 -0.971
O -1.700 -0.421 1.482
C 0.604 -0.773 1.839
C -0.420 0.015 1.514
C 1.959 -0.578 1.255
C 2.082 -0.607 -0.069
H -2.965 1.032 -1.857
H 0.416 -1.715 2.347
H 1.548 0.875 -2.054
H 0.350 0.421 -2.767
H -2.266 0.286 1.156
H 3.007 -0.573 -0.640
H -4.129 0.444 -1.099
H -0.248 1.060 1.307
H 2.740 -0.278 1.951
H 1.259 -1.087 -0.600

Output
* charge: 0
* relative energy (zero: lowest compared OMol25 entry of this formula, charge and spin): 2.630 eV
* gap between HOMO and LUMO: 8.8958 eV

These are the Mulliken partial charges, in e, on atoms 1 to 4: -0.64 -0.59 -0.48 -0.55

=====

DFT (the ωB97M-V functional and the def2-TZVPD basis) results for a cluster of 2 separate species, C4H10O3 in total at a distorted geometry.

Geometry (Å):
O 1.521 2.747 -0.224
O 1.290 0.257 -1.592
O -0.818 -0.071 -2.554
C 0.089 -0.316 -1.737
C -0.083 -1.104 -0.473
C -0.547 -0.718 1.925
C -0.946 -0.359 0.565
H -1.017 0.824 0.255
H 1.274 2.074 -0.813
H 0.913 -1.444 0.141
H 0.724 2.881 0.298
H -1.989 -0.656 0.351
H 1.668 0.601 -2.379
H -0.541 -2.043 -0.729
H -0.324 -1.806 1.991
H 0.202 -0.129 2.326
H -1.415 -0.736 2.649

Output
* charge: 0
* relative energy (zero: lowest compared OMol25 entry of this formula, charge and spin): 1.500 eV
* gap between HOMO and LUMO: 11.4224 eV

These are the Mulliken partial charges, in e, on atoms 1 to 4: -0.62 -0.46 -0.58 0.41

=====

DFT (the ωB97M-V functional and the def2-TZVPD basis) results for a cluster of 3 separate species, C4H10O3 in total.

Geometry (Å):
O -0.998 0.059 -2.166
O -3.122 0.700 -0.103
O 1.732 -0.488 -2.044
C 1.033 0.306 1.549
C 1.121 0.470 0.087
C 1.708 -0.447 -0.694
C 1.322 -0.777 2.273
H 0.437 1.044 2.077
H -0.905 -0.590 -1.462
H 1.773 -1.701 1.929
H 0.943 -0.099 -2.459
H -3.114 0.796 0.857
H -3.879 1.256 -0.331
H -1.922 0.321 -2.184
H 2.353 -1.231 -0.313
H 0.460 1.213 -0.341
H 1.059 -0.833 3.324

Output
* charge: 0
* relative energy (zero: lowest compared OMol25 entry of this formula, charge and spin): 2.103 eV
* gap between HOMO and LUMO: 8.4054 eV

These are the Mulliken partial charges, in e, on atoms 1 to 4: -0.67 -0.59 -0.50 0.01

=====

DFT (the ωB97M-V functional and the def2-TZVPD basis) results for a cluster of 2 separate species, C4H10O3 in total at a distorted geometry.

Geometry (Å):
O -1.060 -0.268 -5.325
O -0.384 1.016 3.175
O 1.332 0.209 -0.996
C 0.095 -0.851 1.754
C 0.215 -0.178 -0.833
C -0.532 -0.269 0.476
C 0.681 0.179 2.721
H -1.994 -0.462 -5.173
H -1.060 0.639 0.653
H -0.669 -1.479 2.198
H -1.293 -1.016 0.213
H 0.945 -1.483 1.515
H 1.465 0.707 2.181
H -0.009 1.625 3.821
H -1.026 0.683 -5.468
H -0.430 -0.411 -1.704
H 1.044 -0.419 3.562

Output
* charge: 0
* relative energy (zero: lowest compared OMol25 entry of this formula, charge and spin): 1.636 eV
* gap between HOMO and LUMO: 10.4586 eV

These are the Mulliken partial charges, in e, on atoms 1 to 4: -0.64 -0.52 -0.48 -0.61

=====

DFT (the ωB97M-V functional and the def2-TZVPD basis) results for a cluster of 2 separate species, C4H10O3 in total at a distorted geometry.

Geometry (Å):
O 0.550 1.349 -3.070
O -2.043 1.278 1.393
O 0.090 -6.835 1.478
C 1.068 1.208 -0.724
C 0.846 1.935 -2.103
C -0.263 0.741 -0.159
C -0.810 1.722 0.922
H -2.753 1.474 0.760
H -1.025 0.577 -0.921
H 1.517 1.978 -0.098
H -0.128 1.655 1.780
H 1.005 3.037 -2.096
H -0.195 -0.232 0.343
H 0.931 -7.059 1.890
H 1.796 0.438 -0.932
H 0.232 -6.010 1.006
H -0.820 2.744 0.529

Output
* charge: +1
* relative energy (zero: lowest compared OMol25 entry of this formula, charge and spin): 1.664 eV
* multiplicity: 2
* <S²>: 0.757
* gap between HOMO and LUMO (spin up / spin down): 7.0915 / 3.2378 eV

These are the Mulliken partial charges, in e, on atoms 1 to 4: -0.03 -0.48 -0.63 -0.36

=====

DFT (the ωB97M-V functional and the def2-TZVPD basis) results for an isolated molecule of C4H10O4 at a distorted geometry.

Geometry (Å):
O 0.740 0.327 1.295
O 1.306 1.654 1.394
O 0.093 1.227 -0.923
O -1.131 -1.116 -1.364
C -0.331 0.384 0.072
C 1.285 -1.432 -0.744
C -0.100 -1.068 -0.254
C -1.685 0.765 0.632
H 1.981 -1.426 0.089
H 1.603 1.691 2.311
H 0.637 1.922 -0.499
H -2.034 0.024 1.347
H -0.491 -1.729 0.517
H 1.637 -0.718 -1.486
H 1.243 -2.415 -1.209
H -1.598 1.731 1.126
H -0.755 -0.649 -2.122
H -2.401 0.828 -0.183

Output
* charge: 0
* relative energy (zero: lowest compared OMol25 entry of this formula, charge and spin): 3.961 eV
* gap between HOMO and LUMO: 10.3893 eV

These are the Mulliken partial charges, in e, on atoms 1 to 4: -0.30 -0.45 -0.51 -0.59

=====

DFT (the ωB97M-V functional and the def2-TZVPD basis) results for a cluster of 2 separate species, C4H10OP in total at a distorted geometry.

Geometry (Å):
P 0.440 0.240 -0.138
O 2.824 -1.113 0.001
C 2.058 -0.439 -0.567
C 0.239 1.755 -1.124
C 0.201 0.346 1.704
C -0.620 -1.084 -0.566
H -0.591 -1.732 0.250
H -0.176 -0.533 2.221
H 0.047 1.484 -2.278
H -1.454 -0.512 -0.798
H -0.556 1.083 1.835
H 2.089 -0.398 -2.446
H -0.412 -1.536 -1.514
H 1.122 2.422 -1.134
H -0.685 2.240 -0.822
H 1.033 0.577 2.371

Output
* charge: +1
* relative energy (zero: lowest compared OMol25 entry of this formula, charge and spin): 2.498 eV
* gap between HOMO and LUMO (spin up / spin down): 9.1913 / 9.1927 eV

These are the Mulliken partial charges, in e, on atoms 1 to 4: 0.93 -0.23 -0.03 -1.02

=====

DFT (the ωB97M-V functional and the def2-TZVPD basis) results for a cluster of 2 separate species, C4H10OS in total at a distorted geometry.

Geometry (Å):
S -0.213 -1.902 -2.977
O -0.471 -0.633 0.758
C 1.165 -1.848 -3.713
C 0.969 0.924 -0.457
C 0.379 1.349 2.004
C 0.649 0.323 0.891
H 1.011 0.087 -1.033
H -0.504 0.987 2.511
H 1.620 -0.880 -3.625
H 1.433 -0.454 1.129
H 0.022 2.249 1.529
H -1.244 -0.039 0.559
H 1.597 -2.470 -4.440
H 0.130 1.516 -1.005
H 1.193 1.642 2.638
H 1.773 1.538 -0.352

Output
* charge: 0
* relative energy (zero: lowest compared OMol25 entry of this formula, charge and spin): 2.233 eV
* gap between HOMO and LUMO: 8.5396 eV

These are the Mulliken partial charges, in e, on atoms 1 to 4: -0.19 -0.55 -0.32 -1.11

=====

DFT (the ωB97M-V functional and the def2-TZVPD basis) results for a structure of composition C4H10OS at a distorted geometry.

Geometry (Å):
S 0.837 -0.551 0.174
O 0.582 -1.916 0.745
C 0.506 -0.455 -1.621
C -0.615 0.527 0.950
C -1.875 -0.019 0.436
C 2.934 0.506 0.488
H -0.384 1.533 0.658
H -2.379 -0.908 0.793
H 1.539 -0.313 -1.974
H 2.458 0.846 1.370
H -0.492 0.531 2.041
H -2.698 0.740 0.598
H -0.078 0.419 -1.841
H -0.016 -1.309 -2.128
H -1.849 -0.192 -0.625
H 3.618 -0.460 0.713

Output
* charge: 0
* relative energy (zero: lowest compared OMol25 entry of this formula, charge and spin): 5.571 eV
* gap between HOMO and LUMO: 8.8125 eV

These are the Mulliken partial charges, in e, on atoms 1 to 4: 0.56 -0.65 -0.88 -0.50